92
Properties=species:S:1:pos:R:3 method="wB97M-V/def2-TZVPD" spin_multiplicity=5 max_force_ev_per_a=4.9 de_lowest_ev=0.157 total_charge=+3 energy_ev=-74551.8890
C -0.43399 2.85551 -1.02329
C 0.31419 1.67571 -2.93797
C -0.53935 4.03163 -1.79583
C 0.48226 2.92364 -3.66613
C -0.01368 4.08844 -3.11428
H -1.08699 4.85884 -1.31809
H 1.09419 2.90011 -4.57851
H -0.04803 5.05740 -3.66008
N -0.09743 1.69908 -1.57323
P 0.00937 1.64833 1.50206
P 0.02388 -0.98869 -2.39973
C -0.81811 2.88861 0.45329
H -0.59238 3.91598 0.79850
H -1.92212 2.76187 0.50428
C 0.38162 0.39477 -3.52955
H 1.00193 0.33656 -4.48102
C 1.30894 -2.56349 -2.43515
C -1.47137 -1.33981 -3.55331
C 1.57075 2.72524 1.98727
C -1.13496 1.59716 3.06694
C 1.90277 -2.99981 -1.07942
H 1.12490 -3.30464 -0.37073
H 2.55207 -3.88773 -1.23639
H 2.50509 -2.21424 -0.61111
C 0.58684 -3.82063 -2.94704
H -0.24371 -4.07848 -2.27504
H 0.20263 -3.71720 -3.96818
H 1.28664 -4.67856 -2.94149
C 2.50467 -2.20136 -3.32410
H 3.22722 -3.04083 -3.35855
H 2.22410 -1.97432 -4.35907
H 3.05156 -1.33596 -2.92097
C -2.32828 -2.47243 -2.98388
H -2.32936 -2.47679 -1.88164
H -3.36926 -2.30325 -3.30391
H -2.02756 -3.46534 -3.34874
C -2.35602 -0.06403 -3.68383
H -2.72837 0.23295 -2.69507
H -1.83993 0.78707 -4.13922
H -3.22854 -0.27054 -4.33138
C -0.83272 -1.66381 -4.92979
H 0.26620 -1.69527 -4.92498
H -1.16843 -2.62043 -5.34723
H -1.10674 -0.86881 -5.63494
C -0.44203 0.73729 4.14169
H -1.19247 0.45370 4.89672
H -0.02691 -0.18928 3.71767
H 0.34651 1.28327 4.67856
C -2.46629 0.92035 2.70648
H -3.01352 1.47639 1.93062
H -2.32664 -0.12656 2.40432
H -3.09202 0.92037 3.61621
C -1.49805 2.97441 3.66832
H -2.36892 2.83147 4.32886
H -0.71537 3.38520 4.31724
H -1.78418 3.71111 2.90484
C 2.37052 3.26214 0.78689
H 3.13818 3.96060 1.17104
H 2.87785 2.49190 0.22361
H 1.75094 3.83643 0.09137
C 2.44147 1.80011 2.84518
H 2.63591 0.84869 2.34375
H 3.40781 2.29025 3.03739
H 1.98526 1.58830 3.81690
C 1.26960 4.01620 2.77051
H 0.60036 4.68934 2.21825
H 0.89521 3.85144 3.78408
H 2.22966 4.54679 2.88623
Ru -0.04353 -0.02079 -0.27954
C -1.85418 -0.16341 -0.28765
O -3.01848 -0.25877 -0.28298
N 2.44909 0.05745 0.19882
C 3.61197 0.30923 0.05360
C 4.65197 0.55487 -0.92522
C 5.95391 0.14680 -0.65320
C 4.35753 1.06032 -2.24239
C 7.01128 0.55193 -1.47473
H 6.11210 -0.53910 0.20183
C 5.42466 1.41787 -3.09836
H 3.33522 1.14727 -2.62401
C 6.76069 1.22365 -2.70263
H 8.03460 0.40775 -1.16878
H 5.21056 1.85584 -4.07384
H 7.60265 1.60930 -3.32237
S 0.98277 -2.97396 3.28005
C -0.58858 -3.39746 2.62182
C -0.95507 -2.56920 1.58459
N 0.01417 -1.59573 1.29624
C 1.05443 -1.69312 2.13722
H -1.17441 -4.23476 3.00966
H -1.88562 -2.62889 1.00550
H 1.95232 -1.10476 2.05045



111
Properties=species:S:1:pos:R:3 method="wB97M-V/def2-TZVPD" max_force_ev_per_a=4.9 de_lowest_ev=1.162 smiles="C[C@H]1COC(=O)O1.C[C@H]1COC(=O)O1.C[C@H]1COC(=O)O1.C[C@H]1COC(=O)O1.C[C@H]1COC(=O)O1.C[C@H]1COC(=O)O1.C[C@H]1COC(=O)O1.O=C1OCCO1.O=C1OCCO1" energy_ev=-91352.6812
C -2.67847 2.78015 -2.52512
C -2.00750 1.84330 -3.55689
O -1.14074 2.73828 -4.27961
C -0.93719 3.85489 -3.53475
O -0.06889 4.59315 -3.76813
O -1.84444 3.94481 -2.54154
H -2.71137 2.36098 -1.52364
H -3.70641 3.00963 -2.82125
H -2.64087 1.25895 -4.21808
H -1.44201 1.09337 -2.98209
C 1.13313 -0.47145 4.58175
C 1.01138 -1.10048 5.97432
O 1.18519 0.02167 6.83621
C 0.89470 1.15126 6.14171
O 0.67875 2.18680 6.63478
O 0.82785 0.90668 4.81780
H 0.40373 -0.92952 3.91295
H 2.11767 -0.51520 4.12330
H 1.83903 -1.80084 6.10051
H 0.07843 -1.62996 6.14854
C -0.42560 -4.85470 -5.76774
C -0.56032 -3.35638 -5.93393
C -2.05968 -2.94007 -6.02804
O -2.26029 -2.16179 -4.81922
C -1.12787 -2.00203 -4.14241
O -0.99764 -1.36379 -3.18851
O -0.11989 -2.67771 -4.72346
H 0.58498 -5.21779 -5.57464
H -0.69199 -5.32034 -6.72732
H -1.08866 -5.23983 -4.99498
H -0.05061 -2.88091 -6.77279
H -2.75281 -3.76871 -6.10501
H -2.21557 -2.19086 -6.80608
C 4.01407 -2.00022 -3.88656
C 4.28565 -2.36985 -2.43654
C 5.77445 -2.62315 -2.07286
O 5.94249 -1.86897 -0.85849
C 4.91849 -1.00267 -0.70702
O 4.87301 -0.12375 0.09216
O 3.90811 -1.28329 -1.57067
H 3.98332 -2.87126 -4.53420
H 4.69008 -1.17942 -4.12602
H 2.99646 -1.60221 -3.94719
H 3.71734 -3.27484 -2.18632
H 6.41892 -2.22640 -2.85942
H 5.94928 -3.68038 -1.91271
C -5.33066 4.91936 2.43525
C -5.76903 4.70146 1.00834
C -4.72099 4.05406 0.09037
O -5.36303 2.87550 -0.43962
C -6.52239 2.66006 0.19704
O -7.27419 1.81832 0.02757
O -6.77404 3.64358 1.08159
H -6.16762 5.26851 3.04489
H -4.61291 5.74078 2.53365
H -4.96170 3.99461 2.87059
H -6.19568 5.58507 0.52737
H -3.85005 3.77719 0.68776
H -4.45855 4.67367 -0.76392
C 0.75834 -1.54999 -0.29827
C 0.66903 -0.39328 0.64479
C 1.78163 0.68949 0.61909
O 1.05337 1.91991 0.56163
C -0.26936 1.68724 0.48680
O -1.10398 2.51060 0.41960
O -0.51601 0.36162 0.30857
H -0.06215 -2.22007 -0.08547
H 1.71047 -2.07050 -0.13967
H 0.84829 -1.25473 -1.34341
H 0.57840 -0.73827 1.67891
H 2.49911 0.58277 -0.18930
H 2.32398 0.67109 1.56372
C 0.93373 3.24899 3.07663
C 1.08460 4.41965 2.13576
C -0.24217 4.95660 1.54331
O -0.08965 6.38522 1.63714
C 1.01596 6.69872 2.35301
O 1.38660 7.79595 2.55900
O 1.57214 5.56128 2.84803
H 1.91815 2.93974 3.44426
H 0.50704 2.40496 2.52592
H 0.36339 3.36922 3.99729
H 1.74350 4.14165 1.30721
H -1.10591 4.62435 2.12446
H -0.42498 4.71357 0.50110
C 6.10214 -4.59357 1.83740
C 4.98472 -4.07207 2.72341
C 4.88411 -2.54873 2.88451
O 3.44103 -2.35214 2.95430
C 2.78279 -3.44438 2.50066
O 1.61128 -3.54549 2.28838
O 3.70817 -4.37238 2.09852
H 6.21192 -5.67145 1.92311
H 7.04001 -4.11451 2.13737
H 5.91704 -4.34001 0.79601
H 4.99206 -4.53785 3.71837
H 5.23772 -2.00300 2.01180
H 5.32493 -2.25506 3.82969
C -2.89903 -3.15720 0.07105
C -3.49292 -1.83507 0.57362
C -3.18953 -0.61197 -0.31104
O -4.49149 -0.38062 -0.93227
C -5.45976 -1.05272 -0.27480
O -6.59145 -0.96832 -0.53351
O -4.91246 -1.88547 0.63850
H -3.52631 -3.95114 0.47965
H -1.90157 -3.27744 0.47653
H -2.95430 -3.19317 -1.01708
H -3.04814 -1.69327 1.56433
H -2.48070 -0.85599 -1.10222
H -2.92054 0.32997 0.15188



101
Properties=species:S:1:pos:R:3 method="wB97M-V/def2-TZVPD" spin_multiplicity=2 max_force_ev_per_a=1.0 de_lowest_ev=1.925 total_charge=+1 energy_ev=-130209.0219
V -0.38157 0.20659 -0.72674
C -1.97795 5.96992 0.79974
N -2.07032 4.53803 0.99541
C -2.58924 4.09926 2.27442
C -1.58684 3.63077 0.14683
O -1.68224 2.42278 0.37333
C -0.85092 4.15902 -1.09395
O -0.31577 3.17852 -1.96332
C -1.12924 2.89853 -3.06245
C -1.89688 1.59325 -2.97108
O -1.57511 0.77514 -2.09666
N -2.86868 1.29893 -3.83316
C -3.49635 -0.02180 -3.78650
C -3.18593 2.17004 -4.96188
H -2.94087 6.42819 1.02981
H -1.22086 6.39448 1.46008
H -1.72700 6.22018 -0.22232
H -3.68224 4.08792 2.27284
H -2.21212 3.10430 2.47752
H -2.23940 4.78621 3.04567
H -1.49175 4.82523 -1.68766
H -0.00389 4.74162 -0.72796
H -1.82366 3.72794 -3.25307
H -0.47886 2.81517 -3.94472
H -3.53074 -0.36785 -2.75620
H -4.50479 0.07191 -4.18338
H -2.91959 -0.72906 -4.38514
H -2.38131 2.16291 -5.69811
H -4.09353 1.79443 -5.42987
H -3.37029 3.18850 -4.62683
Cl 6.05412 -0.24837 3.22835
C 4.56556 -0.12055 2.35569
C 4.11533 -1.18780 1.59727
C 2.90982 -1.08238 0.91320
Cl 2.36920 -2.46663 0.03747
C 2.15872 0.07510 0.95681
O 0.98546 0.10926 0.29757
C 2.62978 1.16061 1.69678
C 1.98855 2.48515 1.78889
O 1.14975 2.92168 1.04701
C 3.82158 1.04817 2.41188
H 4.67986 -2.10450 1.54021
H 2.39639 3.11384 2.60249
H 4.16463 1.88257 3.00724
C 3.91424 -1.14222 -3.70879
C 2.51679 -0.55426 -3.81710
C 2.53946 0.71713 -4.65701
O 2.09284 -0.15795 -2.48555
B 0.77871 -0.49478 -2.33592
O 0.28542 -1.21319 -3.39719
C 1.41305 -1.57698 -4.24566
C 0.97320 -1.46040 -5.69579
C 1.76097 -3.02102 -3.91044
H 4.61390 -0.35944 -3.42303
H 4.23996 -1.55128 -4.66434
H 3.95953 -1.92758 -2.95969
H 3.17262 1.45183 -4.16346
H 1.54366 1.14643 -4.75513
H 2.93587 0.53625 -5.65266
H 0.45265 -0.52452 -5.87947
H 0.30186 -2.27872 -5.95001
H 1.82823 -1.51254 -6.36661
H 2.08632 -3.11960 -2.87543
H 2.55047 -3.40366 -4.55386
H 0.87522 -3.63856 -4.05193
Cl -3.45255 -2.60277 1.59883
C -2.06550 -3.43672 0.93164
C -1.81814 -4.71670 1.41158
C -0.78952 -5.46780 0.87358
C -0.03766 -4.93968 -0.17095
C -0.30519 -3.66521 -0.62846
C -1.30079 -2.85750 -0.06955
C -1.56012 -1.52273 -0.65395
H -2.44977 -5.11702 2.19169
H -0.59599 -6.46241 1.24657
H 0.74745 -5.52347 -0.62804
H 0.25702 -3.26118 -1.45763
H -2.47331 -1.06878 -0.24387
H -1.68337 -1.63891 -1.73492
C -1.54457 0.98580 7.29377
C -0.85223 0.54861 6.01092
C -1.86587 0.18741 4.93901
S -1.14710 -0.42611 3.40194
O 0.01084 0.50022 3.12700
C -0.45682 -2.00698 4.01455
C 1.04559 -1.97248 4.27481
C 1.70782 -3.27320 3.84202
H -0.81839 1.22556 8.06845
H -2.19531 0.20415 7.68181
H -2.15689 1.87064 7.13088
H -0.20150 -0.30459 6.21028
H -0.21011 1.34332 5.63261
H -2.44828 1.06001 4.64350
H -2.56935 -0.57430 5.27989
H -0.68123 -2.72650 3.23114
H -1.03407 -2.28797 4.89267
H 1.23760 -1.79415 5.33565
H 1.47672 -1.12279 3.73835
H 1.33037 -4.12355 4.40910
H 2.78477 -3.23193 3.99090
H 1.51967 -3.47246 2.78779



101
Properties=species:S:1:pos:R:3 method="wB97M-V/def2-TZVPD" max_force_ev_per_a=0.5 de_lowest_ev=0.909 total_charge=-1 energy_ev=-333812.2177
Pb -1.44154 -0.58183 -1.08818
C -3.29807 -2.54166 1.77035
C -3.50661 -1.04731 2.03327
C -4.39410 -0.84363 3.25904
C -2.21217 -0.30239 2.19282
C -1.59392 0.11448 3.37159
C -0.43976 0.77424 2.98568
C 0.56307 1.41402 3.90240
C -0.11177 2.49154 4.75879
C 1.22529 0.35029 4.78284
N -0.39366 0.76915 1.63862
N -1.47555 0.10153 1.15896
B 0.61033 1.47019 0.68510
N -0.14257 2.43731 -0.26521
N -1.01850 1.94811 -1.18931
C -1.44574 2.97183 -1.91860
C -0.83663 4.15130 -1.45895
C -0.01677 3.77469 -0.41747
C 0.86520 4.70393 0.37134
C 0.50657 4.75598 1.85783
C 2.35945 4.44166 0.15361
C -2.38572 2.87178 -3.09036
C -2.89918 1.46571 -3.35714
C -1.70126 3.43488 -4.34195
N 1.44345 0.47345 -0.18167
N 0.93463 -0.05316 -1.32424
C 1.92606 -0.65027 -1.97217
C 3.09784 -0.55278 -1.21664
C 2.74866 0.15921 -0.08015
C 3.61655 0.48076 1.10009
C 4.90884 1.17463 0.66490
C 3.91321 -0.80655 1.87719
C 1.78368 -1.24056 -3.34708
C 1.75437 -0.11342 -4.38726
C 0.57242 -2.15385 -3.52757
H -4.26706 -3.04428 1.75059
H -2.81367 -2.71641 0.81048
H -2.67387 -2.98804 2.54809
H -4.01895 -0.62590 1.16409
H -3.96111 -1.33200 4.13640
H -4.53071 0.21621 3.48080
H -5.37602 -1.28325 3.07963
H -1.94082 -0.04094 4.37927
H 1.34405 1.88161 3.30443
H -0.80932 2.03313 5.46308
H 0.63265 3.05165 5.32938
H -0.67371 3.19015 4.13911
H 0.48223 -0.14625 5.41003
H 1.71328 -0.41096 4.17237
H 1.97261 0.80906 5.43444
H 1.36661 2.09089 1.35441
H -0.98291 5.15214 -1.83304
H 0.65004 5.68933 -0.04925
H 0.78222 3.82859 2.35697
H 1.03500 5.57773 2.34675
H -0.56614 4.90757 1.99182
H 2.66691 3.50093 0.61089
H 2.59075 4.39017 -0.91197
H 2.95146 5.24599 0.59654
H -3.25185 3.50192 -2.86369
H -2.08030 0.80117 -3.65755
H -3.39905 1.04979 -2.48105
H -3.63787 1.47633 -4.15904
H -0.81550 2.84207 -4.58525
H -2.38517 3.39720 -5.19231
H -1.38629 4.46982 -4.20139
H 4.06973 -0.94819 -1.46741
H 3.06942 1.15194 1.76188
H 5.51660 0.50173 0.05590
H 4.69816 2.06841 0.07595
H 5.49762 1.46352 1.53823
H 4.48695 -1.49899 1.25716
H 4.49611 -0.58524 2.77474
H 2.98764 -1.30664 2.16703
H 2.68412 -1.83868 -3.51036
H 0.89884 0.54106 -4.20011
H 2.65992 0.49389 -4.33873
H 1.66329 -0.52150 -5.39620
H -0.36040 -1.58479 -3.48221
H 0.60389 -2.62124 -4.51368
H 0.54056 -2.93897 -2.77504
Se -6.62989 1.79665 -3.29468
Sb -6.50728 0.29550 -1.40956
Se -3.77362 2.43972 0.25142
Se -4.79754 -1.42703 -1.68867
Se -5.85046 1.82751 0.74299
O 0.61531 -8.95754 -1.69585
C 1.50797 -7.93600 -1.77645
O 2.59037 -8.15499 -2.25268
C 1.07700 -6.61663 -1.24735
C 2.04648 -5.62463 -1.10555
C 1.72142 -4.38358 -0.59544
C 0.40774 -4.07517 -0.20059
S 0.02828 -2.52696 0.51140
C -0.56649 -5.06998 -0.37262
C -0.23568 -6.31188 -0.88138
H -0.18933 -8.65688 -1.25699
H 3.06000 -5.85573 -1.40743
H 2.48084 -3.61885 -0.47991
H -1.59087 -4.84821 -0.10196
H -1.04029 -7.03036 -1.01134